No. 1
Entry from the OMol25 dataset: a 2-piece molecular cluster, C31H31BF4O3 overall at a distorted geometry (the ωB97M-V functional and the def2-TZVPD basis).

Last column: Mulliken charge in e.
Positions of all 70 atoms, in Å:
C  -2.342  6.536  -0.797  -1.276
C  -1.935  5.461  0.081  0.423
C  -1.958  5.338  1.444  -0.902
C  -1.440  4.042  1.751  -0.844
C  -1.135  3.451  0.553  0.586
B  -0.685  1.942  0.256  1.742
C  0.963  2.208  0.251  0.179
C  1.752  1.746  1.296  -0.251
C  3.152  1.882  1.250  -0.907
C  3.748  2.468  0.142  0.451
C  5.253  2.568  0.043  0.778
F  5.738  1.912  -1.059  -0.270
F  5.653  3.874  -0.061  -0.262
F  5.878  2.036  1.135  -0.295
C  2.964  2.967  -0.895  -1.109
C  1.569  2.818  -0.840  -0.812
O  -1.132  1.159  1.379  -0.735
C  -1.684  -0.003  0.792  1.701
C  -0.580  -1.025  0.621  -1.261
C  -2.772  -0.541  1.702  -2.163
C  -2.190  0.521  -0.652  1.863
C  -2.239  -0.509  -1.769  -1.657
C  -3.549  1.211  -0.545  -2.140
O  -1.197  1.477  -0.996  -0.776
O  -1.451  4.308  -0.469  -0.405
H  -2.698  7.359  -0.167  0.332
H  -1.508  6.907  -1.411  0.274
H  -3.162  6.227  -1.461  0.260
H  -2.303  6.075  2.152  0.398
H  -1.300  3.604  2.739  0.532
H  1.303  1.277  2.174  0.383
H  3.751  1.508  2.075  0.446
H  3.419  3.452  -1.754  0.360
H  0.961  3.199  -1.663  0.462
H  -0.976  -1.989  0.280  -0.077
H  0.162  -0.687  -0.116  0.142
H  -0.041  -1.193  1.562  0.430
H  -3.233  -1.438  1.269  0.279
H  -2.352  -0.813  2.678  0.447
H  -3.550  0.211  1.865  0.444
H  -2.942  -1.318  -1.533  0.238
H  -2.574  -0.020  -2.693  0.516
H  -1.253  -0.940  -1.968  0.187
H  -4.356  0.473  -0.440  0.412
H  -3.593  1.898  0.311  0.340
H  -3.740  1.795  -1.453  0.455
F  2.713  -4.356  4.595  -0.295
C  2.384  -4.133  3.284  0.420
C  3.401  -3.845  2.378  -0.652
C  3.049  -3.528  1.075  -0.480
C  1.681  -3.496  0.663  0.879
C  1.349  -2.962  -0.629  -0.738
C  0.441  -3.562  -1.565  1.055
C  0.812  -3.650  -2.945  -0.448
C  -0.107  -4.047  -3.903  -0.609
C  -1.426  -4.362  -3.541  -0.397
C  -1.777  -4.389  -2.189  -0.813
C  -0.853  -4.045  -1.211  0.157
C  0.712  -3.961  1.597  0.252
C  1.051  -4.248  2.912  -0.883
H  4.441  -3.846  2.689  0.441
H  3.808  -3.286  0.327  0.445
H  2.035  -2.212  -1.032  0.520
H  1.842  -3.389  -3.210  0.431
H  0.198  -4.105  -4.948  0.396
H  -2.160  -4.626  -4.298  0.430
H  -2.782  -4.686  -1.884  0.429
H  -1.161  -4.116  -0.169  0.046
H  -0.334  -4.052  1.314  0.017
H  0.289  -4.533  3.631  0.478

Properties
**Relative energy (zero: lowest compared OMol25 entry of this formula, charge and spin)**: 428.97 kJ/mol
**HOMO energy**: -6.0 eV
**Orbital gap**: 1.993 eV
**DFT total energy**: -50337.113 eV



No. 2
Entry from the OMol25 dataset: C24H35CaGeO3S4 as an isolated structure at a distorted geometry (the ωB97M-V functional and the def2-TZVPD basis).

Last column: Mulliken spin population.
Positions of all 68 atoms, in Å:
Ca  -2.681  -14.886  10.021  0.021
C  2.133  -14.305  9.698  0.000
C  0.650  -13.821  9.633  -0.004
C  0.241  -13.547  8.201  -0.001
C  0.455  -12.584  10.567  0.001
O  -0.154  -14.898  10.176  -0.018
Ge  0.023  -15.349  12.067  -0.003
O  -0.464  -17.090  11.682  -0.004
C  0.543  -18.084  11.428  -0.009
C  1.274  -18.233  12.827  0.000
C  1.465  -17.643  10.307  0.015
C  -0.202  -19.361  11.102  -0.009
O  -1.802  -14.865  12.193  -0.012
C  -2.411  -14.447  13.461  -0.001
C  -3.850  -14.014  13.306  0.001
C  -1.664  -13.297  14.060  0.000
C  -2.373  -15.707  14.347  -0.002
H  2.681  -13.462  9.221  0.000
H  2.428  -14.425  10.688  0.000
H  2.153  -15.293  9.247  0.000
H  0.930  -12.802  7.764  0.000
H  0.207  -14.491  7.652  0.000
H  -0.701  -13.085  8.090  0.001
H  0.373  -11.663  10.062  0.000
H  -0.518  -12.645  11.165  0.000
H  1.247  -12.578  11.267  0.000
H  2.001  -17.442  13.025  0.000
H  0.560  -18.134  13.712  0.000
H  1.748  -19.204  13.017  0.000
H  1.951  -16.715  10.551  -0.001
H  2.165  -18.459  10.022  0.000
H  0.823  -17.480  9.427  -0.001
H  -0.751  -19.660  12.019  0.001
H  -0.905  -19.026  10.337  0.011
H  0.353  -20.159  10.650  -0.001
H  -3.988  -13.133  12.648  0.001
H  -4.446  -14.803  12.810  0.002
H  -4.248  -13.775  14.332  0.000
H  -1.683  -12.391  13.430  0.000
H  -2.135  -13.018  15.044  0.000
H  -0.636  -13.518  14.284  0.000
H  -2.895  -16.514  13.878  0.004
H  -1.320  -16.035  14.558  0.000
H  -2.786  -15.452  15.321  0.000
S  -4.752  -16.972  10.366  0.401
C  -4.501  -18.376  9.562  -0.010
C  -5.515  -19.450  9.618  0.066
C  -5.127  -20.698  9.307  -0.029
C  -3.883  -21.005  8.717  0.094
C  -3.104  -19.937  8.354  -0.020
C  -3.342  -18.641  8.799  0.105
S  -2.356  -17.406  8.235  0.308
H  -6.499  -19.367  9.959  -0.001
H  -5.791  -21.538  9.546  0.002
H  -3.523  -22.038  8.604  0.010
H  -2.164  -20.258  7.902  -0.005
S  -4.686  -14.330  8.330  0.077
C  -5.374  -12.810  9.027  -0.010
C  -6.777  -12.810  9.076  0.016
C  -7.452  -11.665  9.453  -0.010
C  -6.692  -10.537  9.805  0.014
C  -5.315  -10.612  9.889  -0.006
C  -4.625  -11.732  9.588  0.007
S  -2.859  -11.877  9.809  0.001
H  -7.314  -13.711  8.767  0.001
H  -8.581  -11.637  9.475  -0.001
H  -7.188  -9.709  10.268  0.001
H  -4.832  -9.771  10.303  0.000

Properties
**HOMO energy (alpha / beta)**: -1.0 / -1.0 eV
**2S+1**: 2
**Orbital gap (alpha / beta)**: 5.597 / 4.750 eV
**DFT total energy**: -149899.443 eV
**Charge**: -2



No. 3
Entry from the OMol25 dataset: one molecule with the formula C5H8O2 at a distorted geometry (the ωB97M-V functional and the def2-TZVPD basis).

Last column: Mulliken charge in e.
Positions of all 15 atoms, in Å:
C  -0.432  0.661  1.174  -1.145
C  0.594  0.242  0.476  0.900
C  0.341  -0.667  -0.684  -0.557
C  -1.909  -0.618  -0.498  0.109
C  2.061  0.583  0.654  -1.117
O  -0.894  -0.638  -1.381  -0.326
O  -3.064  0.051  -0.896  -0.472
H  -0.367  1.302  1.947  0.405
H  1.020  -0.489  -1.534  0.322
H  0.591  -1.709  -0.179  0.230
H  -1.928  -1.305  0.409  0.385
H  2.674  -0.339  0.725  0.321
H  2.056  1.074  1.681  0.295
H  2.297  1.393  -0.057  0.294
H  -3.043  0.458  -1.839  0.355

Properties
**Relative energy (zero: lowest compared OMol25 entry of this formula, charge and spin)**: 530.64 kJ/mol
**HOMO energy (alpha / beta)**: -7.5 / -7.2 eV
**Orbital gap (alpha / beta)**: 8.160 / 7.727 eV
**DFT total energy**: -9404.332 eV



No. 4
Entry from the OMol25 dataset: one molecule with the formula C2H3O4 at a distorted geometry (the ωB97M-V functional and the def2-TZVPD basis).

Last column: Mulliken spin population.
Positions of all 9 atoms, in Å:
O  0.654  1.382  -0.327  0.259
O  0.183  2.637  -0.570  0.747
C  -0.279  0.586  0.431  0.029
O  0.436  -0.602  0.686  0.117
C  0.268  -1.554  -0.248  0.762
O  -0.453  -1.447  -1.228  0.999
H  -0.475  1.035  1.405  0.012
H  -1.180  0.419  -0.180  0.002
H  0.846  -2.455  0.031  0.073

Properties
**Relative energy (zero: lowest compared OMol25 entry of this formula, charge and spin)**: 374.59 kJ/mol
**HOMO energy (alpha / beta)**: -6.2 / -10.8 eV
**2S+1**: 4
**Orbital gap (alpha / beta)**: 7.044 / 7.175 eV
**DFT total energy**: -10303.015 eV